ORCA calculation (ωB97M-V/def2-TZVPD) on a structure of composition C30H39HgN9O3P at a distorted geometry.

Geometry as XYZ:
```
83
Properties=species:S:1:pos:R:3:forces:R:3:mulliken_charge:R:1
Hg 0.770 2.074 3.261 0.2 0.3 0.3 -0.037
O 4.868 -0.004 2.379 0.2 -0.3 -0.2 -0.705
C 3.823 0.374 1.843 -2.7 0.2 1.1 -0.397
N 2.482 0.103 2.108 1.3 0.2 -1.6 0.033
C 2.016 -1.136 2.440 -1.1 -1.1 1.3 0.584
C 2.850 -2.257 2.384 0.5 -0.1 -0.3 -0.167
C 2.539 -3.498 2.917 -3.6 0.4 -0.5 -1.297
C 1.157 -3.732 3.241 0.5 0.9 0.3 -0.631
C 0.168 -2.712 3.090 1.7 -0.3 0.7 -0.453
C 0.594 -1.417 2.835 1.8 0.2 -2.0 -0.016
N -0.293 -0.399 2.748 -1.6 2.9 0.4 -0.248
C -1.514 -0.480 2.239 1.5 -1.3 0.5 0.058
O -1.975 -1.497 1.673 -0.8 -0.7 -0.8 -0.761
C -2.488 0.668 2.267 -0.6 2.1 0.1 0.329
C -3.373 0.819 1.137 2.0 -0.2 1.4 -0.533
C -4.343 1.789 1.132 0.6 -0.5 0.7 -0.332
C -4.358 2.693 2.188 -1.1 0.4 0.6 -0.463
C -3.427 2.561 3.212 0.6 -1.3 -0.7 -0.390
N -2.524 1.553 3.304 -0.5 -0.5 -1.5 -0.354
C 3.860 1.529 0.871 0.6 -0.3 -0.9 0.639
C 4.381 2.770 1.190 -0.7 -2.4 -0.3 -0.234
C 4.305 3.844 0.350 1.4 1.1 0.3 -0.562
C 3.653 3.722 -0.871 -0.1 -0.1 0.3 -0.469
C 3.092 2.541 -1.169 -0.1 -1.6 -1.0 -0.887
N 3.415 1.335 -0.460 -1.6 1.2 -1.1 0.227
H 3.770 -2.109 1.830 0.3 -0.1 0.6 0.408
H 3.179 -4.336 2.834 0.8 -0.6 0.2 0.397
H 0.885 -4.628 3.765 -0.2 -0.7 -0.2 0.348
H -0.910 -2.761 3.266 0.5 -0.7 0.1 0.440
H -3.087 0.197 0.312 -0.7 -0.5 -0.4 0.484
H -5.095 1.749 0.381 -0.4 0.5 -0.7 0.442
H -5.206 3.408 2.269 0.9 -0.3 -0.1 0.284
H -3.318 3.252 4.012 -0.4 0.7 0.6 0.478
H 4.904 2.727 2.102 0.4 0.6 1.2 0.451
H 4.895 4.705 0.623 -0.2 0.4 -0.1 0.350
H 3.657 4.537 -1.562 -0.5 0.4 -0.3 0.432
H 2.508 2.279 -2.058 0.4 0.7 0.4 0.583
N -4.970 4.535 -1.438 -0.8 0.0 -0.4 -0.501
C -3.809 4.919 -2.257 -0.7 2.8 0.5 -0.488
C -2.524 5.078 -1.424 -0.7 -0.4 -1.0 -0.631
C -1.694 3.826 -1.486 0.9 0.4 0.9 -0.008
C -0.370 4.007 -0.670 -0.3 -1.1 -0.9 -0.305
N -0.619 3.708 0.710 0.2 0.9 1.3 -0.191
H -5.724 4.216 -2.074 0.5 0.4 0.8 0.200
H -5.300 5.392 -0.962 0.1 -0.9 -0.3 0.200
H -3.974 6.009 -2.579 -0.1 -1.4 -0.5 0.216
H -3.768 4.275 -3.141 0.4 0.1 0.3 0.383
H -2.781 5.312 -0.386 -0.1 -0.2 0.0 0.240
H -2.046 5.971 -1.810 0.6 0.0 -0.2 0.354
H -1.512 3.465 -2.518 -0.2 0.2 0.4 0.399
H -2.281 3.114 -0.882 0.3 -0.4 -0.7 -0.233
H 0.103 4.995 -0.802 -0.4 -0.2 0.1 0.464
H 0.362 3.278 -1.102 -0.3 0.4 0.6 -0.234
H -1.045 2.795 0.855 0.1 0.5 0.3 -0.046
H -0.922 4.454 1.382 0.4 -1.3 -1.3 0.180
C 0.534 -5.724 -1.984 -2.6 -0.3 -1.1 -1.242
N 0.237 -4.720 -3.015 -0.7 -2.8 -1.3 0.020
C 0.826 -3.484 -2.726 0.4 2.7 0.6 -0.876
N 0.547 -2.922 -1.372 1.7 -0.7 -0.2 0.027
C 0.982 -4.031 -0.401 -0.1 0.5 -0.8 -0.133
N 0.277 -5.280 -0.645 1.4 -1.4 0.6 0.167
C -1.146 -5.305 -0.381 -0.5 1.9 -1.6 -0.558
P -1.869 -4.053 -1.644 -4.0 -0.1 0.8 -0.206
C -1.254 -4.785 -3.225 1.9 1.7 1.6 -0.515
C -0.847 -2.524 -1.304 -0.7 -0.9 1.3 0.520
H 1.507 -6.019 -2.231 1.8 -0.7 0.6 0.309
H -0.226 -6.536 -2.231 1.5 0.3 0.6 0.462
H 0.443 -2.777 -3.484 0.4 0.1 0.3 0.427
H 1.938 -3.445 -2.749 -0.5 -0.7 -0.5 0.219
H 0.782 -3.748 0.606 -0.2 0.6 0.8 -0.311
H 2.104 -4.278 -0.446 -1.6 0.8 -0.4 0.204
H -1.461 -4.809 0.549 0.5 -0.6 0.1 0.359
H -1.586 -6.324 -0.515 0.4 0.8 0.2 0.368
H -1.552 -4.236 -4.110 -0.1 0.1 -0.2 0.368
H -1.561 -5.829 -3.249 -0.1 0.1 -0.4 0.361
H -1.139 -2.107 -0.274 0.4 -0.8 -1.1 -0.447
H -1.193 -1.749 -2.030 0.9 -0.5 0.2 0.477
C 3.715 -1.133 -0.880 0.7 1.3 0.1 -0.677
C 2.995 0.189 -1.223 0.1 -0.1 1.1 0.688
O 2.201 0.346 -2.148 1.0 -0.8 0.6 -0.637
H 3.099 -1.832 -0.342 -0.6 -0.2 0.0 -0.247
H 4.595 -0.923 -0.225 -0.6 -0.1 -0.5 0.355
H 4.068 -1.574 -1.819 -0.2 0.0 0.1 0.488
```
Forces are in eV/Å.

Summary:
2S+1	2
LUMO energy	4.111	eV
⟨S²⟩	0.7820
electronic energy	-2379.7146	a.u.
charge	-2

---

ORCA calculation (ωB97M-V/def2-TZVPD) on the molecule C30H39N3O6S at a distorted geometry.

Geometry as XYZ:
```
79
Properties=species:S:1:pos:R:3:forces:R:3:mulliken_charge:R:1
C -2.460 -4.622 -2.676 -0.1 0.2 -0.2 -1.253
C -2.912 -3.342 -3.374 0.1 -0.2 0.1 -0.667
N -2.589 -2.160 -2.601 0.1 0.0 0.0 0.601
C -2.377 -0.964 -3.384 -0.2 0.2 -0.2 0.105
C -3.618 -0.406 -4.094 0.3 -0.2 0.2 -1.205
C -3.372 -1.978 -1.401 0.2 -0.1 0.3 -0.767
C -2.608 -2.430 -0.138 -0.4 -0.1 -0.3 -1.557
N -1.407 -1.678 0.114 0.1 0.2 0.1 0.411
C -0.180 -2.134 -0.226 0.0 -0.7 -0.3 0.082
O 0.063 -3.171 -0.801 0.2 0.1 0.1 -0.698
C 0.835 -1.124 0.308 0.7 0.3 0.2 0.921
O 2.034 -1.175 0.129 -0.4 -0.4 -0.2 -0.650
C 0.058 -0.161 1.076 -0.2 0.4 0.5 -1.376
C 0.520 0.765 1.947 -0.1 -0.4 -0.3 1.394
O -0.358 1.441 2.719 0.0 -0.1 0.0 -0.559
C 1.955 1.022 2.135 0.2 0.2 0.1 0.071
C 2.500 0.989 3.419 0.0 0.0 -0.1 -0.592
C 3.865 1.119 3.593 0.0 0.1 0.1 -0.744
C 4.669 1.299 2.486 0.6 0.1 0.0 0.073
S 6.453 1.271 2.664 0.4 0.1 0.0 1.345
O 7.012 1.902 1.506 -0.3 -0.2 -0.2 -0.717
O 6.805 1.768 3.963 -0.3 -0.2 0.1 -0.744
N 6.931 -0.324 2.609 -0.2 1.0 0.1 0.026
C 6.550 -1.059 1.427 -0.1 -0.2 -0.4 -0.810
C 5.182 -1.763 1.626 -0.1 -0.2 -0.1 -0.018
O 4.703 -1.561 2.939 -0.1 -0.1 0.1 -0.295
C 5.642 -1.970 3.904 0.0 -0.2 0.0 -0.359
C 6.908 -1.085 3.834 -0.1 -0.1 0.4 -0.713
C 4.136 1.414 1.217 0.0 0.1 -0.1 -0.692
C 2.774 1.277 1.037 -0.1 0.1 0.2 -0.349
C -1.409 -0.445 0.877 0.0 0.4 0.2 -0.479
C -2.094 0.692 0.149 -0.1 0.1 0.0 0.603
C -3.375 1.093 0.501 0.2 0.0 0.0 -1.325
C -4.010 2.108 -0.190 0.0 0.0 -0.1 -0.141
C -3.380 2.755 -1.247 0.1 0.0 -0.1 1.152
C -4.068 3.856 -2.014 -0.2 0.1 0.1 0.033
C -4.405 5.033 -1.095 0.2 -0.1 -0.2 -1.531
C -5.327 3.329 -2.706 0.2 0.1 -0.1 -1.321
C -2.092 2.359 -1.584 0.0 0.0 0.0 -0.736
C -1.456 1.340 -0.899 -0.1 0.0 0.2 -0.377
H -1.450 -4.489 -2.299 0.1 0.0 0.1 0.252
H -3.120 -4.874 -1.849 0.0 -0.1 0.1 0.256
H -2.471 -5.449 -3.381 -0.1 -0.1 0.0 0.461
H -3.993 -3.406 -3.596 0.1 0.0 -0.1 0.369
H -2.379 -3.261 -4.324 -0.1 0.0 0.0 0.463
H -1.975 -0.199 -2.716 0.0 -0.1 -0.2 -0.594
H -1.609 -1.191 -4.128 0.0 0.1 0.0 0.533
H -4.397 -0.167 -3.372 -0.1 0.1 0.1 0.228
H -4.013 -1.128 -4.804 -0.1 0.0 -0.1 0.379
H -3.356 0.502 -4.632 0.0 0.1 -0.1 0.445
H -4.306 -2.557 -1.443 0.0 0.1 0.0 0.416
H -3.636 -0.924 -1.282 -0.1 -0.1 -0.1 0.246
H -3.268 -2.338 0.730 0.1 0.0 0.1 0.280
H -2.298 -3.469 -0.258 -0.1 0.0 0.1 0.742
H 0.112 2.057 3.298 0.0 0.0 -0.2 0.453
H 1.864 0.801 4.273 0.0 0.0 0.1 0.512
H 4.318 1.068 4.570 0.0 0.0 0.2 0.539
H 7.334 -1.794 1.217 0.0 0.1 0.0 0.253
H 6.522 -0.341 0.608 0.0 -0.2 -0.2 0.459
H 4.406 -1.367 0.971 0.1 -0.1 0.0 -0.143
H 5.284 -2.842 1.439 0.0 0.1 0.0 0.512
H 5.903 -3.026 3.741 0.0 0.1 0.1 0.313
H 5.143 -1.875 4.870 0.1 -0.1 0.0 0.313
H 6.941 -0.355 4.642 0.1 -0.3 0.1 0.347
H 7.813 -1.700 3.880 -0.1 0.1 0.0 0.335
H 4.799 1.602 0.388 0.0 0.0 -0.1 0.470
H 2.342 1.358 0.053 0.0 0.0 -0.1 0.434
H -1.920 -0.607 1.838 0.0 0.0 -0.1 0.564
H -3.883 0.605 1.322 0.0 -0.1 0.1 0.443
H -5.009 2.397 0.101 -0.1 0.1 0.0 0.325
H -3.380 4.214 -2.787 0.0 -0.1 0.1 0.405
H -3.506 5.398 -0.602 0.0 0.1 0.1 0.368
H -5.119 4.736 -0.331 -0.1 0.0 0.1 0.301
H -4.839 5.847 -1.671 -0.1 0.1 0.0 0.461
H -5.784 4.114 -3.303 -0.1 0.1 -0.1 0.466
H -5.079 2.496 -3.361 0.0 -0.1 -0.1 0.192
H -6.056 2.986 -1.975 -0.1 -0.1 0.1 0.291
H -1.580 2.851 -2.399 0.0 0.1 -0.1 0.306
H -0.455 1.044 -1.180 0.1 0.0 -0.1 0.458
```
Forces are in eV/Å.

Summary:
LUMO energy	-0.524	eV
electronic energy	-2180.4373	a.u.

---

ORCA calculation (ωB97M-V/def2-TZVPD) on a structure of composition C30H39N5OPt at a distorted geometry.

Geometry as XYZ:
```
76
Properties=species:S:1:pos:R:3:forces:R:3:mulliken_charge:R:1
Pt -1.015 0.276 -0.039 0.2 0.2 1.2 0.104
N -1.200 -2.935 1.926 -1.3 -0.5 1.0 -0.024
N 1.026 -1.676 -0.428 0.4 1.3 -3.8 0.996
C -0.354 2.281 0.143 -0.4 -0.8 2.1 1.256
C 1.080 2.238 0.460 -1.2 0.1 0.9 0.132
C 1.240 1.858 1.800 0.0 0.4 -0.5 1.623
C 2.537 1.747 2.520 0.3 -0.3 0.1 -1.952
H 3.370 1.970 1.846 0.0 0.0 0.1 0.512
H 2.666 0.732 2.925 0.1 0.2 -0.1 0.207
H 2.582 2.449 3.366 0.0 -0.1 -0.1 0.204
C -0.010 1.653 2.407 -0.6 0.4 -1.1 0.640
C -0.225 1.348 3.838 0.0 -0.5 0.4 -1.687
H -0.042 2.220 4.488 0.0 -0.1 -0.2 0.394
H 0.468 0.553 4.157 -0.2 0.2 0.0 0.148
H -1.253 1.000 4.011 0.3 0.1 0.1 0.175
C -1.056 1.887 1.426 1.5 0.5 -1.2 -0.167
C -2.455 2.233 1.762 -0.4 0.1 0.4 -1.522
H -2.853 1.492 2.470 -0.2 0.2 -0.2 0.373
H -3.068 2.226 0.857 -0.2 0.1 0.2 0.268
H -2.510 3.221 2.239 -0.3 0.1 0.0 0.277
C 2.159 2.629 -0.469 0.6 0.0 -0.4 -2.151
H 2.834 3.369 -0.003 -0.2 -0.2 -0.2 0.485
H 1.746 3.071 -1.386 0.2 -0.1 0.2 0.340
H 2.782 1.763 -0.756 -0.1 0.2 0.0 0.194
C -0.969 3.046 -0.975 0.0 0.1 -0.4 -1.132
H -2.000 2.704 -1.116 0.2 0.3 -0.1 0.284
H -0.420 2.828 -1.901 -0.2 0.2 0.0 0.155
H -0.957 4.130 -0.802 0.0 0.1 0.0 0.238
C -2.383 -3.535 1.989 0.8 -0.5 -0.9 -0.101
H -2.980 -3.367 2.891 0.1 0.0 -0.2 0.392
C -2.863 -4.362 0.961 -0.6 0.1 0.5 -0.900
H -3.848 -4.806 1.071 0.1 0.0 -0.1 0.311
C -2.059 -4.595 -0.164 0.9 0.6 0.0 -0.322
H -2.386 -5.246 -0.970 -0.1 0.0 0.1 0.376
C -0.818 -3.977 -0.229 -1.1 -0.2 0.1 -1.091
H -0.124 -4.089 -1.056 -0.2 -0.2 0.0 0.451
C -0.436 -3.099 0.833 1.1 1.0 -1.1 0.413
C 0.719 -2.295 0.735 -0.5 -1.3 3.0 -1.713
H 1.197 -1.925 1.637 -0.4 0.2 -0.1 0.853
C 0.134 -0.814 -1.091 1.7 -1.6 0.2 -0.663
C 2.181 -1.838 -1.204 -1.0 0.0 0.6 -1.186
H 3.002 -2.449 -0.881 0.0 -0.1 0.1 0.514
C 1.990 -1.159 -2.337 0.3 0.3 -1.0 -0.489
H 2.609 -1.056 -3.204 0.2 -0.1 -0.1 0.698
N 0.746 -0.534 -2.284 0.0 -0.4 -0.5 0.672
C 0.128 0.237 -3.315 0.5 0.1 0.4 -0.339
C 0.847 1.234 -4.004 -0.8 -0.1 0.0 1.477
C 0.130 2.097 -4.844 -0.3 -0.2 0.0 -1.108
H 0.680 2.870 -5.392 -0.2 -0.2 0.2 0.185
C -1.258 2.008 -4.978 0.3 -0.2 0.1 1.149
C -2.032 2.985 -5.819 -0.2 0.2 -0.2 -1.627
H -2.920 3.343 -5.280 0.2 0.0 -0.1 0.347
H -2.395 2.527 -6.752 0.1 0.1 0.2 0.312
H -1.416 3.851 -6.090 -0.1 -0.1 0.1 0.354
C -1.922 0.965 -4.332 0.4 -0.1 -0.1 -1.165
H -3.001 0.862 -4.453 0.2 0.0 0.0 0.329
C -1.242 0.035 -3.542 -0.1 0.5 -0.1 1.472
C -2.008 -1.109 -2.957 -1.1 -0.2 -0.1 -1.572
H -1.449 -2.049 -2.911 0.1 0.3 0.2 0.291
H -2.889 -1.275 -3.596 0.2 -0.1 0.0 0.550
H -2.407 -0.875 -1.952 0.5 -0.2 -0.4 0.134
C 2.323 1.449 -3.893 0.6 0.3 0.0 -2.096
H 2.840 1.053 -4.783 -0.1 0.0 0.2 0.382
H 2.781 0.995 -3.011 -0.2 0.2 -0.2 0.309
H 2.541 2.528 -3.862 -0.1 -0.3 0.0 0.454
C -0.403 -2.407 4.784 -0.3 0.3 0.1 -0.964
N 0.964 -2.519 5.230 0.2 0.2 -0.4 1.899
C 2.023 -1.962 4.576 0.0 0.1 -0.2 -5.554
N 3.233 -2.240 5.175 -0.1 0.0 -0.5 -0.962
O 1.948 -1.301 3.531 -0.1 -0.5 1.0 2.706
H -0.451 -2.054 3.746 0.1 -0.2 0.4 -0.270
H -0.972 -1.718 5.429 0.1 -0.1 -0.1 0.022
H -0.891 -3.390 4.820 0.1 0.2 -0.1 0.527
H 1.171 -3.076 6.049 0.0 0.1 0.0 0.831
H 4.020 -1.726 4.815 0.0 0.1 0.1 0.782
H 3.242 -2.505 6.147 0.1 0.0 0.3 0.558
```
Forces are in eV/Å.

Summary:
2S+1	3
LUMO energy (spin up / spin down)	4.035 / 3.967	eV
⟨S²⟩	2.0350
electronic energy	-1634.7318	a.u.
charge	-2

---

Calculated energy above the lowest of the compared OMol25 structures with the same formula, charge and spin in order - 174.8; 29.8; 0.0 kJ/mol